DFT (the ωB97M-V functional and the def2-TZVPD basis) results for C52H66F6O2Si as an isolated structure at a distorted geometry.

Summary:
Orbital gap, eV: 9.471
LUMO energy, eV: 0.5

XYZ file:
```
127
C52H66F6O2Si (the ωB97M-V functional and the def2-TZVPD basis)
C 0.7849 -9.2081 -4.8140
C -0.1318 2.0434 8.3344
H -0.9517 0.5504 -2.9329
F -1.2697 2.0343 0.9791
H 4.0649 -0.7705 -1.5275
H 3.2537 1.1973 -1.5367
H 0.6855 -1.8048 -2.3708
C -0.5181 -7.1927 -4.9051
H 2.5936 -1.3236 -3.7449
F -0.0862 4.0320 7.0817
C -5.5811 2.7273 1.0749
C -1.4807 10.2686 -2.3487
H 5.1679 0.0123 -3.4666
H -2.1045 6.2974 2.1002
H 2.7758 2.7636 0.2668
C -1.7625 4.2781 1.4902
C -3.4239 -7.1508 1.0964
H -1.4880 2.1184 -0.0662
H -6.9404 1.0239 4.2641
O -1.5898 2.0280 -1.0173
H 1.3290 -9.9484 -4.2429
C 0.0089 -8.3731 -6.9031
H 0.7864 2.3391 8.8238
H 1.8285 1.3999 0.7890
H 5.6647 -1.3325 0.9923
H -0.4359 6.2228 3.9222
C -0.4883 -0.5173 -0.3631
H 4.3915 1.3238 -0.2059
H -0.6222 -0.1439 0.6532
C 2.7503 1.9440 0.9863
C 0.7338 -2.2717 -1.3756
H -3.9583 7.9921 -1.8831
H -3.3975 1.0588 6.5204
C -6.6962 1.9044 0.9917
C 4.0006 1.0632 0.7745
C -2.4806 -7.7699 0.2888
H 1.3894 2.2810 -0.7441
H -2.2775 3.2055 5.9814
C -1.5428 5.3976 2.2796
H 2.9314 -0.4668 -5.2224
C -0.6974 2.8652 7.3809
H 6.6767 -2.1687 -1.9947
H 2.0739 -3.7809 -2.0800
H -2.3893 -3.9406 0.8027
O 0.6882 -1.3279 -0.3444
H -8.0616 0.6535 2.0743
C 5.5877 -2.1836 -1.9516
C 2.2614 -3.6617 0.1097
C 0.7018 -9.3327 -6.1935
C -1.0476 3.1286 1.7495
F -2.7953 7.4967 0.3693
C -1.8647 2.5341 6.7232
C -0.7655 0.8474 8.6401
H -0.1268 -2.9547 -1.3227
C -1.4629 -5.6219 -0.1421
C -0.1190 3.0561 2.7671
H 0.1110 10.6439 -0.9604
H -5.1910 3.2031 0.1845
C -4.9612 2.9441 2.2963
H -4.1332 -5.2981 1.9124
H 2.2294 -0.1851 -1.7368
H 2.8368 -2.3357 -1.4585
H -2.4886 -8.8389 0.1244
C -2.4147 -5.0132 0.6620
C -3.3941 -5.7755 1.2835
H 3.5713 1.5393 -3.6846
H 5.6803 -0.1762 -1.1992
H 4.0716 -2.7920 -3.3361
C -0.6075 5.3508 3.3055
C -5.4706 2.3209 3.4169
H 0.8298 4.1435 4.3460
C -2.4852 1.3333 7.0326
H -1.1329 10.9998 -3.0656
C -1.2244 9.1359 -0.2406
H -2.4830 4.2942 0.6817
H -7.1781 1.7405 0.0374
H -0.6874 -5.0479 -0.6317
C -1.5160 -6.9893 -0.3132
C 0.1758 -8.1416 -4.1668
C 4.7684 -1.3575 0.3716
C 3.6761 -0.4164 0.8932
H -2.4279 -0.4445 8.2311
H 1.3676 -4.1362 0.5069
H 5.6538 -2.7211 -4.0290
H 3.4821 -0.6222 1.9490
H 5.1274 -0.8211 -4.9883
C 2.3755 0.8398 -2.0713
C -1.9392 0.4901 7.9911
H 1.8847 1.2271 -4.1525
C -3.0734 8.5856 -1.6970
H 5.3234 -3.1360 -1.4873
H -0.3393 0.1937 9.3893
H -0.6989 8.9668 0.6897
H 1.1229 2.5397 -2.4424
C -0.7826 10.0702 -1.1656
C 3.1757 -0.5005 -4.1607
C 5.0294 -1.0439 -1.0989
H 4.3743 -2.3752 0.4282
H -1.1350 -6.5710 -6.8805
C 0.1037 4.1821 3.5452
Si -0.4620 0.9300 -1.5895
F -0.5901 -7.5807 -1.0997
C -2.3627 8.4120 -0.5282
H -1.3648 -1.1474 -0.5642
H 2.7681 -0.6523 0.3338
C 4.6834 -0.8068 -3.9938
H 2.6107 -2.8808 0.7800
C -7.1911 1.2927 2.1351
H -3.1714 9.6815 -3.5313
H -4.1845 -7.7473 1.5816
H 3.0672 -4.3922 0.0483
H 0.2395 -8.0469 -3.0936
C 4.9756 -2.1847 -3.3647
C -0.6036 -7.3017 -6.2857
H -0.9974 -6.3623 -4.4034
C 2.0311 -3.0515 -1.2715
H 1.1639 -10.1586 -6.7171
F -0.0729 -8.4864 -8.2450
C -2.6244 9.5274 -2.6112
H 0.4142 2.1318 2.9427
C 1.2021 1.7574 -1.6819
H 4.7662 1.3524 1.4948
C 2.7316 0.8530 -3.5789
F -4.8660 2.5233 4.6080
H 2.7285 2.4094 1.9680
H -4.0963 3.5858 2.3863
C -6.5751 1.4959 3.3619
```